[1]
Computed, not measured: a molecular structure, C10H24ClF6NO12S2, with ωB97M-V with the def2-TZVPD basis set.

Geometry as XYZ:
```
56
Properties=species:S:1:pos:R:3
Cl 1.093 -0.923 1.310
O 1.980 -1.342 2.369
O 1.821 -0.025 0.467
O 0.606 -2.106 0.671
O -0.051 -0.202 1.832
C 1.406 -0.940 -2.979
F 2.669 -1.144 -2.571
F 1.414 -1.118 -4.288
F 0.615 -1.774 -2.335
S 0.898 0.870 -2.519
O -0.204 0.715 -1.572
O 2.049 1.636 -2.115
N -0.284 1.476 -3.664
S 0.661 2.088 -4.844
O 0.480 3.507 -5.016
O 2.075 1.674 -4.845
C -0.061 1.298 -6.417
F 0.012 -0.024 -6.325
F -1.367 1.608 -6.460
F 0.450 1.833 -7.534
C -3.531 -0.157 1.420
C -3.063 0.924 0.452
O -2.722 0.382 -0.800
H -4.030 0.160 2.344
H -2.620 -0.610 1.826
H -4.174 -0.929 0.994
H -2.137 1.348 0.862
H -3.834 1.692 0.315
H -2.394 -0.506 -0.566
C -1.808 -4.661 -0.780
C -2.536 -3.476 -0.117
O -1.926 -2.273 -0.644
H -0.745 -4.810 -0.614
H -2.180 -4.737 -1.802
H -2.254 -5.606 -0.424
H -2.454 -3.312 0.959
H -3.580 -3.528 -0.425
H -1.003 -2.441 -0.392
C 0.255 3.535 0.413
C -0.292 3.917 -0.947
O -1.511 3.208 -1.185
H 0.260 2.450 0.485
H -0.352 4.068 1.160
H 1.217 4.022 0.601
H 0.523 3.695 -1.640
H -0.431 4.994 -1.113
H -2.000 3.519 -0.411
C 3.216 -0.369 5.854
C 3.962 -1.590 6.367
O 4.784 -1.109 7.488
H 2.521 -0.598 5.043
H 3.958 0.356 5.507
H 2.625 0.219 6.565
H 4.538 -2.162 5.640
H 3.230 -2.350 6.671
H 4.221 -0.371 7.729
```

Output
- HOMO level (hartree) = -0.1325
- spin multiplicity = 1
- Kohn-Sham gap (eV) = 7.83
- charge = -2

[2]
Computed, not measured: a single C20H38NO4 molecule, with ωB97M-V with the def2-TZVPD basis set.

Geometry as XYZ:
```
63
Properties=species:S:1:pos:R:3
C 7.068 -0.849 0.742
C 6.272 -0.737 -0.550
O 6.669 -0.105 -1.446
O 5.060 -1.395 -0.614
C 4.104 -0.686 0.188
C 2.739 -1.357 0.038
C 1.969 -0.745 -1.141
C 0.536 -1.344 -1.203
C -0.502 -0.334 -1.742
C -1.505 0.294 -0.716
C -1.548 1.821 -1.050
C -0.244 2.566 -0.771
C -0.453 4.089 -0.930
C 0.677 4.877 -0.249
O 0.349 5.182 1.101
C -1.128 0.182 0.780
C -1.903 -0.831 1.669
C -2.129 -0.111 3.022
C -1.044 -2.076 2.057
N -3.252 -1.186 1.186
O -3.769 -2.119 1.893
C -3.364 -1.442 -0.259
C -2.675 -2.727 -0.755
C -4.891 -1.639 -0.555
C -2.938 -0.214 -1.057
H 6.470 -1.205 1.573
H 7.876 -1.547 0.552
H 7.429 0.147 0.974
H 4.005 0.350 -0.138
H 4.385 -0.708 1.242
H 2.875 -2.414 -0.179
H 2.131 -1.263 0.937
H 2.454 -1.008 -2.079
H 1.948 0.344 -1.095
H 0.274 -1.817 -0.262
H 0.602 -2.149 -1.935
H 0.052 0.429 -2.283
H -1.076 -0.847 -2.510
H -2.317 2.260 -0.409
H -1.813 1.966 -2.097
H 0.532 2.273 -1.478
H 0.149 2.416 0.237
H -1.349 4.330 -0.358
H -0.553 4.365 -1.977
H 1.612 4.314 -0.289
H 0.787 5.837 -0.745
H -0.073 4.405 1.490
H -0.071 0.005 0.953
H -1.312 1.162 1.216
H -1.186 0.000 3.553
H -2.794 -0.680 3.668
H -2.564 0.871 2.846
H 0.002 -1.922 1.814
H -1.427 -3.002 1.643
H -1.065 -2.202 3.136
H -2.713 -2.693 -1.844
H -3.261 -3.591 -0.457
H -1.634 -2.829 -0.473
H -5.508 -1.396 0.302
H -5.084 -2.627 -0.955
H -5.180 -0.945 -1.346
H -3.610 0.593 -0.746
H -3.093 -0.337 -2.123
```

Output
- HOMO level (alpha / beta) (hartree) = -0.3187 / -0.3560
- spin multiplicity = 2
- Kohn-Sham gap (alpha / beta) (eV) = 9.16 / 9.78

[3]
Computed, not measured: a molecular structure, C3H6NO4P, with ωB97M-V with the def2-TZVPD basis set.

Geometry as XYZ:
```
15
Properties=species:S:1:pos:R:3
C -0.229 -0.846 -1.014
C -0.439 1.986 -0.678
C 0.064 0.569 1.296
N -0.616 0.749 0.023
O -0.682 -2.626 1.062
O 0.305 -3.365 -1.232
O -0.109 -0.560 -2.155
O 1.700 -2.054 0.347
P 0.293 -2.417 -0.067
H -1.463 2.595 -0.357
H 0.518 2.514 -0.195
H -0.340 1.859 -1.853
H -0.582 1.051 2.103
H 0.368 -0.452 1.433
H 1.213 0.995 1.286
```

Output
- HOMO level (hartree) = 0.0021
- spin multiplicity = 1
- Kohn-Sham gap (eV) = 6.55
- charge = -2

[4]
Computed, not measured: 2 unconnected molecules or ions with the total composition C11H23N2S, with ωB97M-V with the def2-TZVPD basis set.

Geometry as XYZ:
```
37
Properties=species:S:1:pos:R:3
C -1.418 0.684 -2.869
C -1.060 -1.099 0.449
C -1.307 -0.384 -0.651
C -2.566 1.405 -3.395
C -1.715 -0.021 2.728
C 0.301 -3.324 0.622
C 1.901 1.564 -1.533
C 3.144 0.147 0.439
C -2.117 -1.073 1.536
C 0.291 -1.788 0.618
C 1.066 1.102 -0.227
N -1.237 0.188 -1.740
N 2.184 1.152 0.846
S -0.147 2.395 0.430
H -0.552 0.398 -3.555
H -3.481 1.062 -3.079
H -2.475 1.520 -4.480
H -2.419 2.484 -2.939
H -2.700 0.023 3.297
H -1.415 0.922 2.508
H -0.957 -0.575 3.457
H -0.122 -3.546 1.644
H -0.248 -3.808 -0.183
H 1.356 -3.768 0.859
H 2.670 2.297 -1.180
H 2.450 0.684 -2.020
H 1.144 1.921 -2.278
H 2.903 -0.292 -0.578
H 4.179 0.581 0.381
H 3.044 -0.697 1.126
H -2.197 -2.103 1.863
H -2.956 -0.615 1.208
H 0.868 -1.422 -0.277
H 0.516 -1.433 1.632
H 2.532 2.151 0.966
H 1.666 0.867 1.733
H 0.384 3.338 -0.342
```

Output
- HOMO level (hartree) = -0.3737
- spin multiplicity = 1
- Kohn-Sham gap (eV) = 6.16
- charge = +1

[5]
Computed, not measured: 2 unconnected molecules or ions with the total composition C5H13N2, with ωB97M-V with the def2-TZVPD basis set.

Geometry as XYZ:
```
20
Properties=species:S:1:pos:R:3
C -1.411 -1.744 0.398
C -0.455 1.969 -0.516
C 2.346 0.163 0.760
C -1.573 -0.413 -0.368
C -0.540 0.624 0.034
N 1.531 -1.071 -0.986
N 1.411 -0.114 -0.250
H -1.456 -1.669 1.437
H -2.290 -2.425 0.321
H -0.520 -2.222 0.189
H 0.487 2.398 -0.217
H -1.426 2.553 -0.173
H -0.406 1.967 -1.547
H 3.181 -0.369 0.465
H 2.057 0.119 1.829
H 2.573 1.310 0.607
H -2.401 0.202 -0.027
H -1.743 -0.620 -1.516
H -0.192 0.748 1.109
H 0.826 -1.406 -1.551
```

Output
- HOMO level (hartree) = -0.5300
- spin multiplicity = 1
- Kohn-Sham gap (eV) = 9.60
- charge = +1

[6]
Computed, not measured: a molecular structure, C13H37N3O7, with ωB97M-V with the def2-TZVPD basis set.

Geometry as XYZ:
```
60
Properties=species:S:1:pos:R:3
O 0.952 -0.499 -0.739
H 0.095 -0.556 -0.973
H 1.649 -0.831 -1.436
H 1.244 0.441 -0.550
C -1.963 -0.096 -1.851
O -1.459 -1.262 -1.900
O -3.250 0.029 -2.090
O -1.232 0.899 -1.671
H -3.565 -0.784 -2.514
C -3.256 -3.894 2.443
C -3.402 -2.827 1.214
C -4.057 -1.610 1.650
O -3.173 -0.752 2.329
C -3.575 0.578 2.554
N -2.186 -2.584 0.642
H -4.232 -4.030 2.608
H -2.804 -3.546 3.223
H -2.773 -4.945 2.109
H -3.943 -3.392 0.450
H -5.016 -2.027 2.507
H -4.584 -1.198 0.715
H -4.474 0.476 3.079
H -3.517 1.009 1.635
H -2.829 1.136 3.287
H -1.773 -1.875 1.176
H -2.392 -2.073 -0.269
C -0.310 1.471 1.441
C 0.355 2.802 0.879
C 1.467 3.204 1.829
O 0.998 3.582 3.016
C 1.822 4.141 4.056
N 1.101 2.302 -0.302
H -1.161 1.195 0.808
H -0.908 1.539 2.339
H 0.557 0.729 1.539
H -0.301 3.651 0.606
H 2.037 4.097 1.436
H 2.190 2.509 1.902
H 2.484 3.287 4.592
H 1.394 4.468 4.949
H 2.505 4.979 3.905
H 1.531 3.261 -0.704
H 0.171 2.336 -1.182
C 1.344 -0.591 -4.196
C 2.436 -1.604 -3.620
C 3.716 -0.991 -2.997
O 3.418 -0.065 -1.944
C 4.605 0.106 -1.183
N 1.663 -2.182 -2.550
H 1.403 0.141 -3.728
H 0.239 -0.826 -4.206
H 1.614 -0.017 -5.092
H 2.684 -2.048 -4.546
H 4.055 -0.227 -3.595
H 4.352 -1.880 -2.739
H 4.394 0.824 -0.248
H 5.475 0.499 -1.759
H 5.061 -0.887 -0.945
H 2.259 -3.130 -2.416
H 0.879 -2.461 -2.996
```

Output
- HOMO level (hartree) = -0.3054
- spin multiplicity = 1
- Kohn-Sham gap (eV) = 8.82

Number 1: F_max 0.11456 Eh/bohr, E -87307.55599 eV. Number 2: F_max 0.05247 Eh/bohr, E -31033.58374 eV. Number 3: F_max 0.06256 Eh/bohr, E -22176.27903 eV. Number 4: F_max 0.13490 Eh/bohr, E -25582.26009 eV. Number 5: F_max 0.11894 Eh/bohr, E -8365.16343 eV. Number 6: F_max 0.28728 Eh/bohr, E -32873.44522 eV.